Record 1
16
Properties=species:S:1:pos:R:3:lowdin_charge:R:1 method="wB97M-V/def2-TZVPD" smiles="C=C[C@](N)(O)CO"
C 2.01 -0.47 -1.05 0.036
C 1.25 0.37 -0.37 -0.108
C -0.04 -0.04 0.32 -0.616
N -0.18 0.67 1.58 0.098
O -0.08 -1.43 0.60 -0.012
C -1.22 0.23 -0.65 -0.194
O -2.45 0.21 0.02 -0.053
H 2.91 -0.14 -1.54 0.056
H 1.76 -1.51 -1.12 0.064
H 1.49 1.42 -0.29 0.105
H 0.05 1.65 1.47 0.078
H -1.15 0.61 1.88 0.083
H 0.55 -1.60 1.32 0.112
H -1.12 1.23 -1.07 0.128
H -1.18 -0.51 -1.46 0.130
H -2.58 -0.69 0.35 0.094



Record 2
DFT (ωB97M-V/def2-TZVPD) results for a cluster of 3 separate species, C4H9NO2 in total at a distorted geometry.

XYZ file:
```
16
Properties=species:S:1:pos:R:3:lowdin_charge:R:1
C -1.32 0.06 -0.25 -0.338
C -1.34 -1.44 -0.42 -0.083
O -2.55 0.58 -0.76 -0.079
H -2.58 1.53 -0.60 0.081
H -0.47 0.49 -0.80 0.094
H -1.20 0.33 0.80 0.105
H -2.18 -1.87 0.14 0.077
H -0.41 -1.87 -0.05 0.059
H -1.47 -1.71 -1.47 0.077
C 2.23 -0.11 -0.22 -0.145
C 1.82 1.74 0.75 -0.063
N 1.39 1.35 1.80 0.066
O 1.92 -0.89 0.65 -0.084
H 1.38 0.27 1.84 0.078
H 2.63 -0.50 -1.18 0.077
H 2.16 2.04 -0.24 0.077
```



Record 3
16
Properties=species:S:1:pos:R:3:lowdin_charge:R:1 method="wB97M-V/def2-TZVPD" smiles="C[C@H]1CO1.[H]/N=C/O"
C -1.20 1.21 -0.17 -0.059
C -1.49 0.12 0.83 -0.331
C -1.71 -1.27 0.43 -0.102
O -0.49 -0.86 1.05 -0.091
H -0.50 1.94 0.25 0.074
H -2.13 1.71 -0.45 0.081
H -0.71 0.80 -1.06 0.073
H -1.96 0.45 1.77 0.141
H -2.33 -1.93 1.03 0.112
H -1.62 -1.54 -0.62 0.119
H 2.68 1.57 -1.11 0.043
N 2.06 0.90 -0.66 0.093
C 2.61 -0.24 -0.59 -0.372
O 2.03 -1.31 -0.05 0.027
H 3.61 -0.50 -0.95 0.123
H 1.15 -1.05 0.29 0.068



Record 4
16
Properties=species:S:1:pos:R:3:lowdin_charge:R:1 method="wB97M-V/def2-TZVPD" smiles="NC(=O)CC=O.C"
N 2.23 0.68 0.85 0.172
C 2.08 -0.52 0.21 -0.545
O 2.88 -1.42 0.26 0.053
C 0.75 -0.69 -0.52 -0.065
C 0.24 0.50 -1.31 -0.254
O 0.31 1.65 -0.93 0.031
H 3.13 0.85 1.26 0.114
H 1.64 1.46 0.59 0.082
H -0.02 -0.91 0.23 0.129
H 0.84 -1.57 -1.16 0.123
H -0.24 0.26 -2.28 0.126
C -2.78 -0.15 -0.32 -0.047
H -2.72 -0.62 0.67 0.025
H -2.40 -0.84 -1.07 0.021
H -3.82 0.08 -0.54 0.022
H -2.21 0.78 -0.31 0.013



Record 5
16
Properties=species:S:1:pos:R:3:lowdin_charge:R:1 method="wB97M-V/def2-TZVPD" smiles="C/C=C/NC=O.O"
C 2.86 0.14 0.07 -0.096
C 1.29 0.31 -0.34 -0.112
C 0.43 -0.66 -0.02 -0.147
N -0.97 -0.55 -0.30 0.032
C -1.70 -1.70 -0.17 -0.371
O -1.19 -2.76 0.07 0.007
H 2.90 0.36 1.14 0.050
H 3.21 -0.93 -0.08 0.081
H 3.53 0.83 -0.44 0.046
H 1.00 1.25 -0.84 0.090
H 0.68 -1.51 0.67 0.139
H -1.41 0.36 -0.31 0.077
H -2.80 -1.60 -0.32 0.135
O -2.52 1.89 0.02 -0.059
H -2.17 2.79 0.08 0.058
H -3.15 1.79 0.76 0.071



Record 6
DFT (ωB97M-V/def2-TZVPD) results for a structure of composition C4H9NO2 at a distorted geometry.

XYZ file:
```
16
Properties=species:S:1:pos:R:3:lowdin_charge:R:1
C 1.48 -0.32 -0.35 -0.427
C -1.03 0.85 -0.81 -0.055
C -0.82 -0.49 1.30 -0.045
C -0.44 -0.33 -0.15 -0.562
N 1.94 0.79 0.13 0.169
O 1.88 -1.31 -0.89 0.067
O -0.83 -1.40 -0.90 -0.037
H -2.09 1.07 -0.43 0.121
H -0.40 1.70 -0.69 0.061
H -1.12 0.60 -1.84 0.078
H -1.71 -1.14 1.18 0.094
H -1.10 0.43 1.79 0.067
H -0.01 -1.02 1.94 0.113
H 1.31 1.30 0.70 0.087
H 2.95 1.10 0.23 0.161
H 0.01 -1.83 -1.23 0.107
```



Record 7
16
Properties=species:S:1:pos:R:3:lowdin_charge:R:1 method="wB97M-V/def2-TZVPD" smiles="CNCC(=O)OC"
C 1.39 1.41 0.08 -0.140
N 0.14 1.13 0.76 -0.098
C 0.17 -0.14 1.52 -0.122
C -0.69 -1.04 0.68 -0.496
O -1.83 -1.35 0.92 0.123
O -0.10 -1.21 -0.53 -0.084
C -0.99 -1.02 -1.62 -0.056
H 2.12 1.75 0.82 0.080
H 1.22 2.21 -0.64 0.080
H 1.81 0.55 -0.47 0.079
H -0.61 1.12 0.05 0.096
H -0.24 -0.05 2.53 0.122
H 1.20 -0.50 1.57 0.127
H -0.45 -1.35 -2.51 0.095
H -1.23 0.07 -1.69 0.104
H -1.91 -1.58 -1.47 0.091



Record 8
16
Properties=species:S:1:pos:R:3:lowdin_charge:R:1 method="wB97M-V/def2-TZVPD" smiles="C=C(C)O.CN=O"
C 0.96 -0.05 -1.41 -0.010
C 1.37 0.46 -0.27 -0.530
C 1.65 -0.28 0.90 -0.057
O 1.48 1.85 -0.08 0.004
H 1.00 -1.16 -1.54 0.083
H 0.79 0.58 -2.32 0.078
H 0.72 -0.88 1.20 0.107
H 2.44 -0.98 0.78 0.077
H 1.97 0.29 1.72 0.073
H 1.07 2.28 -0.86 0.110
C -2.34 -0.80 0.35 -0.107
N -1.46 0.25 0.09 -0.125
O -1.94 1.36 0.34 -0.015
H -2.90 -0.70 1.35 0.126
H -3.11 -0.53 -0.38 0.096
H -1.73 -1.71 0.14 0.088



Record 9
16
Properties=species:S:1:pos:R:3:lowdin_charge:R:1 method="wB97M-V/def2-TZVPD" smiles="C/N=C/OCCO"
C 2.20 -0.42 -0.95 -0.117
N 0.90 0.08 -0.54 -0.012
C 0.86 0.85 0.45 -0.249
O -0.24 1.31 1.05 -0.050
C -1.54 0.83 0.67 -0.136
C -1.66 -0.68 0.46 -0.268
O -1.60 -1.06 -0.89 -0.090
H 2.23 -1.50 -0.79 0.081
H 2.35 -0.24 -2.02 0.076
H 3.03 0.03 -0.39 0.074
H 1.75 1.24 0.96 0.145
H -2.17 1.17 1.50 0.123
H -1.86 1.34 -0.25 0.132
H -0.90 -1.18 1.07 0.121
H -2.64 -1.01 0.83 0.119
H -0.71 -0.77 -1.17 0.049



Record 10
16
Properties=species:S:1:pos:R:3:lowdin_charge:R:1 method="wB97M-V/def2-TZVPD" smiles="C[C@@H](O)C/N=C/O"
C 2.17 0.28 -0.83 -0.055
C 0.70 0.53 -0.57 -0.460
O -0.03 -0.06 -1.62 -0.040
C 0.27 -0.06 0.78 -0.207
N -1.14 0.20 0.98 0.041
C -1.98 -0.73 0.83 -0.296
O -3.30 -0.52 0.97 0.037
H 2.78 0.72 -0.04 0.083
H 2.47 0.71 -1.79 0.082
H 2.36 -0.80 -0.86 0.085
H 0.50 1.62 -0.53 0.142
H -0.96 0.17 -1.49 0.082
H 0.53 -1.13 0.79 0.124
H 0.82 0.43 1.58 0.120
H -1.78 -1.78 0.59 0.146
H -3.39 0.43 1.20 0.115



Record 11
16
Properties=species:S:1:pos:R:3:lowdin_charge:R:1 method="wB97M-V/def2-TZVPD"
C -1.72 -0.12 1.38 -0.084
C -1.70 -0.70 -0.04 -0.180
N -0.70 -0.86 -0.83 0.121
C 0.57 -0.56 -0.28 -0.582
O 0.90 -0.63 0.88 0.085
O 1.42 -0.19 -1.24 -0.031
C 2.77 -0.04 -0.77 -0.049
H -1.20 0.85 1.36 0.070
H -2.76 0.03 1.66 0.058
H -1.34 -0.72 2.24 0.096
H -2.68 -0.91 -0.51 0.115
H 3.38 0.09 -1.66 0.092
H 2.87 0.81 -0.10 0.097
H 3.07 -0.94 -0.23 0.096
H -1.59 2.20 -0.72 0.055
H -1.29 1.67 -1.14 0.040



Record 12
16
Properties=species:S:1:pos:R:3:lowdin_charge:R:1 method="wB97M-V/def2-TZVPD"
C -1.98 -0.51 -0.28 -0.110
N -1.63 0.66 0.52 0.018
C -0.59 0.59 1.23 -0.270
O 0.23 -0.49 1.36 -0.091
C 1.25 -0.71 0.38 -0.172
C 1.54 0.47 -0.55 -0.245
O 0.57 0.69 -1.54 -0.062
H -2.12 -0.20 -1.32 0.081
H -1.24 -1.32 -0.27 0.070
H -2.93 -0.91 0.09 0.083
H -0.29 1.44 1.86 0.134
H 2.15 -0.95 0.94 0.125
H 0.98 -1.58 -0.23 0.122
H 1.72 1.38 0.04 0.127
H 2.47 0.23 -1.07 0.124
H -0.14 1.22 -1.16 0.067



Number 1: orbital gap 10.440 eV, LUMO 0.86 eV. Number 2: orbital gap 8.758 eV, LUMO 0.39 eV. Number 3: orbital gap 11.127 eV, LUMO 1.09 eV. Number 4: orbital gap 10.524 eV, LUMO 0.54 eV. Number 5: orbital gap 8.863 eV, LUMO 0.34 eV. Number 6: orbital gap 9.533 eV, LUMO 0.65 eV. Number 7: orbital gap 10.125 eV, LUMO 0.91 eV. Number 8: orbital gap 8.088 eV, LUMO -0.16 eV. Number 9: orbital gap 10.820 eV, LUMO 0.99 eV. Number 10: orbital gap 10.884 eV, LUMO 0.94 eV. Number 11: orbital gap 10.465 eV, LUMO 0.51 eV. Number 12: orbital gap 11.006 eV, LUMO 0.92 eV.